(1)
The following is a quantum chemistry calculation of a molecular structure, C46H64GeN5O4P3Pd, from OMol25.

```
124
C46H64GeN5O4P3Pd | OMol25 | ωB97M-V with the def2-TZVPD basis set
Pd 0.02082 0.54179 -0.18194
Ge 2.05027 1.38286 0.90725
P -0.53207 3.00374 -0.36465
P 1.48021 -2.52369 0.35056
P -0.47637 -0.41724 2.02491
O 3.55171 1.23085 -7.97769
O 4.32234 1.41147 -5.97570
O 1.46645 0.69006 -2.11678
O -0.70196 0.39049 -2.41288
N 1.39914 1.35162 2.69873
N 1.91384 3.29173 0.84592
N 3.43172 1.19728 -6.77177
N 3.92802 1.95964 1.89478
N 3.12930 -0.24705 0.71586
C 6.31823 1.50844 1.22773
C 0.66466 0.55419 -4.35183
C -0.19862 0.33504 -6.58949
C -0.39590 0.30577 -5.21609
C 0.70923 -2.72072 -2.42206
C 2.49283 -4.84562 1.45553
C 5.47242 -0.98184 0.39571
C -2.33475 -0.56137 2.11521
C 3.68165 1.59507 3.31321
C 2.34551 1.44514 3.70163
C -1.96178 5.39297 0.19491
C 5.21338 5.49491 2.16249
C 5.12650 4.12544 2.35435
C 2.70768 -1.27365 -0.27183
C -1.01575 -3.20294 -0.64832
C 6.82384 -0.67056 0.39447
C 3.48078 -4.28762 -0.78938
C 3.13246 5.42852 0.95922
C 7.24973 0.59377 0.76404
C -2.10550 3.86889 0.10544
C 0.11693 -1.78318 3.14998
C -2.68922 3.35505 1.41873
C 0.68308 3.97940 0.57252
C 3.03339 4.04824 1.16325
C 4.51644 -0.04675 0.80834
C 4.08941 3.40519 1.79181
C 2.22997 -4.21352 0.08334
C 1.29456 3.67590 -2.38812
C 1.60314 -1.68782 3.50048
C -0.20455 3.45689 -2.14366
C 0.23003 -2.40285 -1.01337
C -0.00495 1.10846 2.94950
C 4.98203 1.16061 1.31288
C 4.22693 6.13696 1.43035
C -0.70431 -1.91973 4.43165
C 1.05584 0.62027 -7.10599
C 0.45993 0.53495 -2.87077
C 4.71820 1.48779 4.21874
C 2.08794 1.36902 5.07571
C -2.96746 0.21443 3.27701
C 1.92435 0.84453 -4.85974
C -0.99767 4.62275 -2.74292
C 4.45061 1.34213 5.57055
C -2.98008 -0.21144 0.76388
C 3.12970 1.32531 5.99186
C 2.09361 0.87414 -6.22783
H -2.95857 5.83576 0.15870
H -2.58293 -0.09917 4.24360
H -2.06204 4.59159 -2.51266
H -0.89955 4.56299 -3.82861
H 1.59405 -2.14459 -2.70027
H -0.27560 -2.74173 5.00869
H 0.20252 4.25372 1.52275
H -1.36609 -2.96771 0.36096
H 6.03802 6.04975 2.58956
H -1.37208 0.09021 -4.79981
H -0.23209 1.02208 4.00944
H -0.59552 5.58919 -2.43760
H 4.33842 -3.83445 -0.28842
H -0.52328 2.56535 -2.67565
H -3.61491 3.89087 1.63846
H -1.50914 5.67980 1.14519
H 1.23873 0.65144 -8.17058
H 7.54048 -1.41638 0.07528
H 2.21948 -1.33665 2.67486
H 4.29241 7.20184 1.24580
H -0.61859 1.91241 2.53525
H 1.75325 -1.01676 4.34389
H -2.92157 2.29905 1.37480
H -2.50561 -1.62785 2.28179
H 5.74484 1.51172 3.87170
H 3.25241 -4.28038 2.00381
H 1.43740 -4.78741 -0.40717
H 1.61884 4.64165 -1.99290
H 2.75160 1.04811 -4.19636
H 5.16336 -1.96620 0.08244
H 3.73474 -5.33447 -0.97028
H 2.22035 -0.78242 -1.10048
H 1.58573 -4.86798 2.06297
H -1.82638 -2.99392 -1.35117
H -2.81234 1.28755 3.18823
H -0.07688 -2.49589 -3.14883
H 1.48231 3.68201 -3.46378
H 5.86266 3.64212 2.98196
H -0.64749 -1.02431 5.05533
H 2.85051 -5.87258 1.34458
H -4.05255 -0.04316 0.88418
H 3.56724 -1.78144 -0.68909
H 0.81728 4.89692 -0.00115
H -2.80063 3.60722 -0.69664
H -1.37804 5.83349 -0.60677
H 0.94833 -3.78299 -2.51253
H 1.91307 2.89812 -1.95104
H -0.03187 -2.67732 2.54232
H -2.84868 -1.01906 0.04205
H 1.06931 1.33221 5.43943
H -0.81172 -4.27532 -0.68980
H 5.26069 1.26281 6.28301
H 1.96419 -2.67637 3.79401
H -1.75070 -2.15997 4.25119
H 2.34353 5.95657 0.44201
H 6.65281 2.49561 1.50477
H -0.02846 -1.32359 -0.96597
H -4.04444 0.03311 3.27683
H -2.55337 0.68520 0.32093
H -2.00507 3.53526 2.25222
H 3.34730 -3.80733 -1.76016
H 8.29561 0.86605 0.71401
H -1.02404 0.14244 -7.26195
H 2.89912 1.25731 7.04776
```

The energy above the lowest of the compared OMol25 structures with the same formula, charge and spin comes out at 177.9 kJ/mol. The value obtained for the HOMO-LUMO gap (alpha / beta) is 6.0 / 5.3 eV. Its total charge is +1. The spin multiplicity is 2. As for the expectation value of S²: 0.759. For the LUMO energy (alpha / beta), the calculation gives -3.83 / -4.53 eV. The HOMO energy (alpha / beta) comes out at -9.833 / -9.831 eV.

(2)
The following is a quantum chemistry calculation of 11 unconnected molecules or ions with the total composition C46H65BN12O4P, from OMol25.

```
129
C46H65BN12O4P | OMol25 | ωB97M-V with the def2-TZVPD basis set
P -3.53188 0.99226 -1.08489
O -2.67984 0.44248 0.20926
O -1.34060 3.91425 1.02374
O -3.56525 2.60698 -0.76018
O -1.18337 5.06320 -1.02802
N 3.34947 0.78223 7.64380
N 0.50851 7.33413 -2.66330
N 1.73770 7.36798 1.43855
N -1.15646 1.44496 -4.41829
N -6.31754 -6.77947 -7.65656
N -3.71208 -10.71148 -7.45576
N -1.28183 1.41142 3.28149
N 6.44311 4.68249 6.26151
N 4.86193 -4.81159 7.03301
N -4.36770 -0.58826 -4.06749
N 3.71400 4.26237 2.84973
N -5.60177 -3.53581 -4.75513
C -2.49469 1.06012 -3.85392
C 3.30474 -0.00626 8.75941
C 7.73346 4.39492 6.60656
C -5.03897 -4.69270 -4.28444
C -0.97519 2.14949 5.34369
C 5.14474 -6.08539 5.24697
C -2.13709 1.04242 -2.36257
C 6.10663 -6.45250 6.22747
C -5.33370 -7.58333 -8.15791
C 3.68053 6.73223 0.58875
C -7.19693 -5.07117 -4.78479
C 2.64119 5.98235 -0.03103
C 4.39181 -5.07026 5.77497
C 0.55523 8.92867 -4.19759
C 6.69973 5.36290 8.35257
C 5.80564 5.27168 7.31768
C 4.58272 2.62679 4.06567
C -5.93266 -8.55044 -8.92509
C -3.14170 -12.34287 -6.07352
C -6.00295 -5.66539 -4.29004
C 7.92593 4.80484 7.89991
C 3.08679 7.57522 1.49231
C -0.27572 7.87560 -4.66469
C 1.02279 8.56283 -2.96238
C 1.45298 6.39865 0.51885
C -7.33312 -8.31519 -8.88687
C -6.91521 -3.75957 -5.06629
C -1.20923 2.27703 -2.29625
C 0.02055 1.12122 3.60990
C -0.45710 2.09643 -3.56561
C -7.53585 -7.21619 -8.09465
C -2.91624 -11.56345 -8.17006
C -1.89354 2.04056 4.33543
C 3.60244 0.01166 6.54137
C -0.28366 6.90753 -3.69425
C -3.05885 -0.18151 -4.53646
C 3.72089 -1.28670 6.95938
C -2.54424 -12.58791 -7.34012
C 3.53015 -1.29882 8.36865
C 3.23847 4.43046 4.11785
C -3.85562 -11.17841 -6.17927
C 0.23777 1.56799 4.88338
C -0.46595 2.58171 -1.00239
C 4.52963 3.16732 2.80596
C 3.76028 3.43346 4.90127
C 5.90505 -5.64816 7.31733
B -1.01978 3.90644 -0.30042
H -5.12452 -2.65541 -4.85418
H -4.00440 -4.73261 -3.98717
H -8.09882 -8.88965 -9.37993
H 5.01281 2.86673 1.89172
H 5.15445 1.75973 4.35304
H 3.58113 3.30991 5.95611
H -3.13664 1.93094 -4.05384
H -5.43253 -9.33450 -9.47085
H -2.36138 -1.01415 -4.40948
H -0.78614 5.95534 -3.65194
H 3.12313 0.41477 9.73309
H 0.78169 9.84821 -4.71006
H -4.98303 0.19448 -3.87837
H -3.06080 -12.95460 -5.19059
H 3.22686 1.77789 7.64322
H 6.01190 4.47990 5.37607
H 6.49960 5.78325 9.32401
H 3.92307 -2.13007 6.31942
H 4.49702 -4.11104 7.65234
H 8.84126 4.71366 8.46015
H 4.73804 6.65820 0.39757
H -4.14111 -9.87531 -7.81088
H -5.87140 -6.68793 -3.97814
H -0.85119 1.21705 -5.35879
H -4.31492 -1.13445 -3.21540
H 0.54368 2.44240 -3.80310
H 2.57744 5.24482 4.36196
H -1.51866 0.13820 -2.23280
H 5.01945 -6.52012 4.26936
H -1.87646 3.12078 -2.55937
H -4.29707 -7.40039 -7.92686
H -1.96845 5.18497 -1.56917
H -8.14930 -5.55598 -4.92219
H 3.56240 -4.51870 5.36588
H 6.85806 -7.21931 6.14207
H -1.91831 -13.42178 -7.61039
H -1.82793 0.01947 0.04224
H 3.51503 8.29925 2.16404
H 3.68436 0.44419 5.55937
H -6.17652 -5.99792 -7.03858
H 4.77627 5.57952 7.24343
H -2.68223 -11.37356 -9.20377
H -7.53729 -2.97382 -5.45974
H 1.67797 9.07112 -2.27555
H -1.73732 1.16673 2.42049
H 0.60600 2.70856 -1.19009
H 2.75941 5.22776 -0.79275
H -8.44307 -6.71463 -7.80406
H -3.30956 2.83883 0.14780
H -1.15454 2.58777 6.31100
H -0.80590 7.83883 -5.60179
H 6.41403 -5.60201 8.26459
H 0.68577 6.82773 -1.81362
H -0.57086 1.74336 -0.31053
H 3.49740 4.86321 2.07033
H -2.92435 2.34621 4.28198
H 3.55416 -2.15121 9.02812
H -4.45547 -10.64858 -5.45915
H -3.11051 0.02430 -5.61103
H 1.16076 1.47393 5.43060
H 1.05592 7.85694 1.99126
H -0.76439 3.39717 1.60537
H 0.67518 0.61064 2.92321
H 8.40427 3.92234 5.90962
H 0.43794 6.09620 0.32848
```

The value obtained for the HOMO-LUMO gap is 4.4 eV. Its total charge is +1. For the LUMO energy, the calculation gives -4.72 eV. The HOMO energy comes out at -9.073 eV.